No. 1
Molecular formula: C5H15N2
Method: DFT, wB97M-V/def2-TZVPD

molar mass	103.189	g/mol
DFT total energy	-8399.6700	eV
HOMO-LUMO gap	9.5	eV
energy relative to the best compared isomer or geometry (same formula, charge and spin)	69.3	kcal per mole
structure (SMILES)	C[C@@H]([NH3+])CN(C)C
total charge	+1

Element x y z (Å)
N: 0.66512 1.06764 1.46534
N: 0.44012 -0.00267 -1.00307
C: -1.22427 -0.34061 2.31659
C: -0.51536 -0.50325 -0.04869
C: 1.49523 -1.00442 -1.46184
C: -0.16196 0.68947 -2.24006
C: -0.80928 0.46260 1.15317
H: -1.33401 -0.94551 -0.55292
H: 1.03183 1.53279 0.57520
H: 1.88066 -0.60667 -2.40711
H: -0.91995 -1.46340 2.36760
H: 0.17760 1.68212 -2.39004
H: -2.27254 -0.42853 2.15648
H: -0.95355 0.30610 3.15550
H: 0.08964 0.17285 -3.20047
H: 2.44146 -0.99105 -0.94258
H: -0.16548 -1.50585 0.47150
H: 1.04333 -2.04654 -1.67962
H: 1.26675 0.25494 1.67686
H: 0.74862 1.90575 1.96340
H: -1.60997 1.15117 0.73222
H: -1.31399 0.61306 -2.10747

=====

No. 2
Molecular formula: C38H114N15O9P5S4
Method: DFT, wB97M-V/def2-TZVPD

molar mass	1208.564	g/mol
DFT total energy	-171812.3349	eV
HOMO-LUMO gap	8.1	eV
energy relative to the best compared isomer or geometry (same formula, charge and spin)	212.3	kcal per mole

Element x y z (Å)
S: -3.09641 7.06694 2.42254
S: 1.03711 -3.82449 -9.46983
S: 1.25012 -11.55611 -3.65293
S: -1.57731 -0.73851 -0.84717
P: 5.23356 9.42419 -3.55798
P: -8.26499 7.35724 -4.46968
P: 5.27925 -8.55711 7.03272
P: 7.21363 2.47327 6.57993
P: -9.14312 -5.93396 -0.26734
O: -2.16024 6.51494 3.49913
O: -1.45810 -0.93041 -2.37348
O: -0.10046 -11.30295 -2.95498
O: 6.29265 8.57266 -2.89705
O: -8.85262 -4.51182 0.01598
O: 4.93027 -7.09918 7.20145
O: 0.91984 -5.33638 -9.64826
O: -9.43726 7.84394 -3.69541
O: 6.54267 3.34188 7.49288
N: -6.84534 8.23302 -4.06157
N: -10.39351 -6.07453 -1.42576
N: 4.84453 -9.40358 8.46202
N: 6.88794 -9.13356 6.72218
N: 4.39259 -9.36888 5.74056
N: -7.94667 5.65277 -4.26443
N: 8.15096 1.18675 7.35621
N: 4.07720 8.46926 -4.30489
N: 6.01322 10.41574 -4.77972
N: 6.24482 1.46177 5.50476
N: -7.80455 -6.82479 -0.90116
N: 4.31700 10.51660 -2.64250
N: -8.37049 7.54725 -6.18833
N: -9.78379 -6.79980 0.98813
N: 8.37492 3.31507 5.62844
C: 7.77550 0.66134 8.62477
C: 6.46428 11.80274 -4.55370
C: 4.85411 1.26521 5.81480
C: 6.99476 9.82209 -5.70099
C: 3.38704 11.46815 -3.27614
C: 3.47553 -10.40192 5.99151
C: -9.65700 7.35494 -6.81160
C: -7.18592 7.58772 -7.14649
C: 3.79743 7.20127 -3.78088
C: -0.10417 -1.75368 -0.26281
C: -6.98976 5.05851 -5.22371
C: -11.21148 -4.91474 -1.59501
C: 7.94208 4.05126 4.42497
C: 5.68832 -10.24463 9.22529
C: 6.75045 0.62658 4.46888
C: -0.80255 0.96603 -0.58483
C: -4.79177 6.30325 2.91563
C: 8.06945 -8.44066 7.13893
C: -10.14721 -6.05627 2.20456
C: 4.44213 -8.96548 4.33254
C: 3.59306 -8.94724 9.13004
C: -10.97840 -7.35395 -1.93088
C: 2.37675 -3.38659 -8.24686
C: -6.91875 -7.68533 -0.14614
C: -7.24137 -6.43455 -2.23649
C: 0.62123 -12.06829 -5.27523
C: 7.18493 -10.38705 5.93633
C: 9.22643 0.29153 6.73062
C: 1.93349 -9.90386 -4.13958
C: -10.00039 -8.16204 1.16165
C: -7.04375 9.59510 -3.49153
C: 3.32979 8.82687 -5.60019
C: 4.39168 10.46875 -1.09736
C: -5.44189 7.68902 -4.25036
C: -3.47732 8.87213 2.81554
C: -0.49853 -3.38437 -8.59120
C: 9.72368 3.51525 6.06640
C: -8.86288 4.77870 -3.50025
H: 8.81344 -9.21663 7.31900
H: 3.12532 9.89587 -5.54088
H: 9.56400 0.77524 5.81402
H: -8.74328 3.72781 -3.76374
H: 8.79405 -0.64496 6.37831
H: 8.10099 -10.93380 6.15991
H: -5.33465 6.70708 -3.78950
H: 2.38590 -3.88618 -7.27814
H: 3.98557 -11.33010 6.24923
H: 7.12051 8.74241 -5.62002
H: -10.00897 6.34631 -6.59506
H: 2.91169 -10.24932 6.91178
H: -0.71620 1.24802 0.46453
H: 3.34410 -3.48604 -8.73925
H: 2.85997 6.76589 -4.12687
H: 3.61979 -9.21251 3.66110
H: -6.69571 6.69980 -7.54575
H: -10.28324 -8.17765 -1.76851
H: 4.18977 1.37001 4.95704
H: 2.41169 10.98223 -3.30180
H: 2.83730 -10.70435 5.16127
H: 9.92782 4.56328 6.28560
H: -10.53684 -6.83756 2.85717
H: 3.24540 12.30776 -2.59563
H: -5.38662 7.64648 -5.33812
H: 3.68560 11.93875 -4.21290
H: -12.09416 -5.00963 -2.22746
H: -7.38867 8.16609 -8.04786
H: 2.77673 -10.09398 -4.80358
H: -1.31756 1.73223 -1.16431
H: 4.62527 6.52919 -3.55485
H: 6.63763 10.00012 -6.71532
H: 6.73485 12.13529 -5.55585
H: 7.36425 11.80172 -3.93875
H: -1.28422 -3.78274 -9.23314
H: 7.24926 -0.21987 4.94090
H: 2.34323 -2.30687 -8.10124
H: 3.97513 -8.41867 10.00339
H: -6.06445 5.63402 -5.19684
H: -0.44833 -3.79495 -7.58274
H: -0.23835 -2.83142 -0.35547
H: -6.76352 4.04806 -4.88329
H: -6.77626 -7.34107 -2.62379
H: -9.73243 7.48088 -7.89167
H: 3.39526 7.36208 -2.78062
H: -10.74277 -4.04382 -2.05319
H: 2.96557 -9.79149 9.41568
H: -10.98831 -5.38317 2.03854
H: 7.82622 5.10874 4.66242
H: 4.57479 2.00745 6.56258
H: 9.85176 2.88170 6.94407
H: -6.40982 -5.73527 -2.14916
H: 7.39848 1.13795 3.75708
H: 0.17301 -11.27582 -5.87455
H: -9.43126 -5.38574 2.67985
H: -2.77121 9.64777 2.51906
H: -9.91403 5.06110 -3.55910
H: -7.96474 -6.00465 -2.92931
H: -8.57098 4.89998 -2.45709
H: 5.31728 -10.63511 10.17289
H: 8.49136 -7.74529 6.41330
H: -11.96253 -7.69427 -1.60871
H: 5.39077 -9.18105 3.84090
H: 10.44638 3.37921 5.26186
H: -7.20034 -7.62965 0.90539
H: 1.50975 -12.51666 -5.71973
H: 8.61408 3.84608 3.59165
H: 2.18583 -9.31711 -3.25632
H: 3.71615 11.22218 -0.69225
H: 2.93601 -8.44875 8.41737
H: -6.33918 8.16209 -6.77070
H: 1.06232 -9.33080 -4.45703
H: -4.89755 5.23245 2.74160
H: -5.67941 6.78411 2.50458
H: -7.50193 4.93661 -6.17814
H: 5.43479 10.65907 -0.84474
H: 6.62986 -9.73799 9.43726
H: -0.11951 -1.66022 0.82307
H: -0.71762 -2.31837 -8.65242
H: 5.98804 -11.08330 8.59688
H: -9.99247 -8.55465 2.17846
H: 0.26944 0.92372 -0.77763
H: -5.88469 -7.37167 -0.28903
H: -6.77520 10.36833 -4.21133
H: 6.04964 -0.03200 3.95581
H: -9.32645 -8.64539 0.45433
H: -0.28330 -12.67632 -5.26039
H: 4.02237 8.63675 -6.42013
H: 7.99851 10.24627 -5.67509
H: 8.60761 0.30590 9.23252
H: -7.03117 -8.68551 -0.56457
H: 0.88482 -1.50216 -0.64586
H: 4.09521 9.47712 -0.75553
H: -4.87517 6.48376 3.98734
H: -10.46094 7.98598 -6.43269
H: 5.78877 12.45652 -4.00201
H: 4.86789 0.32552 6.36696
H: 7.10119 -0.17452 8.43841
H: -3.76814 8.97013 3.86144
H: 4.50720 -7.88297 4.22292
H: 6.95848 3.72003 4.09190
H: -8.01065 9.89123 -3.08470
H: 7.30492 1.48892 9.15559
H: -10.89626 -7.30239 -3.01655
H: 2.45580 8.21182 -5.81457
H: -11.03597 -8.24556 0.83194
H: 7.89144 -8.02720 8.13163
H: 6.33473 -11.01755 6.19656
H: 9.99284 0.15111 7.49286
H: -4.71115 8.31980 -3.74416
H: -11.52306 -4.46829 -0.65071
H: -6.31322 9.81415 -2.71278
H: -4.47892 8.99117 2.40235
H: 7.28718 -10.07129 4.89808